14
Properties=species:S:1:pos:R:3:mulliken_charge:R:1 method="wB97M-V/def2-TZVPD" lumo_ev=0.7 gap_ha=0.336 e_tot_ha=-953.46086 homo_ev=-8.40 smiles=C[C@@H]1CSCS1 e_above_lowest_kcal_mol=78.9
C -0.5407 1.7369 0.5007 -1.10
C 0.1461 0.4132 0.3218 0.07
C 0.9465 0.0316 -1.0063 -0.56
S 1.4603 -1.6405 -0.9490 -0.13
C -0.1300 -2.0953 -0.0225 -0.55
S -1.1535 -0.6459 0.0957 -0.16
H 0.0962 2.7019 0.1322 0.27
H -0.7692 1.9564 1.6680 0.31
H -1.7884 1.8926 0.1051 0.22
H 0.5537 -0.0474 1.3563 0.28
H 1.6655 0.7491 -1.0865 0.40
H -0.1074 0.3437 -1.6918 0.30
H -0.5793 -2.9833 -0.4982 0.40
H 0.2001 -2.4130 1.0745 0.24



51
Properties=species:S:1:pos:R:3:mulliken_charge:R:1 method="wB97M-V/def2-TZVPD" lumo_ev=-4.2 gap_ha=0.262 e_tot_ha=-1744.78959 homo_ev=-11.29 e_above_lowest_kcal_mol=0.0 total_charge=+1
S 3.3845 1.7865 -4.3161 -0.31
C 1.8824 1.5217 -4.1135 0.42
N 0.8072 1.0518 -3.8625 -0.41
C -0.2982 1.8090 -4.5513 0.05
C -0.7978 0.7829 -5.5926 -0.39
N -1.4528 -0.1015 -4.9708 0.16
C -1.5943 0.1658 -3.5258 -0.49
C -1.5000 1.6979 -3.5390 -0.77
I -3.1719 2.6183 -4.5513 0.19
H -0.0378 2.8100 -4.8801 0.65
H -0.6203 0.8090 -6.6593 0.44
H -1.8370 -0.8832 -5.4942 0.26
H -0.9888 -0.3977 -2.8165 0.43
H -2.6394 -0.0753 -3.2985 0.41
H -1.1443 2.2024 -2.6462 0.34
C 1.3011 0.1840 0.1138 -1.11
C -0.0955 -0.3825 0.1398 0.65
O -0.8188 -0.3813 -0.8617 -0.63
N -0.5402 -0.8932 1.2995 -0.15
C 0.1667 -0.9754 2.5727 -0.62
H 1.5196 0.5580 -0.8831 0.07
H 1.3877 1.0093 0.8218 0.44
H 2.0262 -0.5912 0.3632 0.44
H -1.4807 -1.2557 1.2509 0.25
H 0.2390 -2.0175 2.8716 0.00
H -0.4013 -0.4264 3.3244 0.29
H 1.1646 -0.5590 2.5079 0.34
C -1.3604 2.9453 0.2041 -0.65
C -0.6707 4.2644 0.4597 0.62
O 0.5095 4.4314 0.1922 -0.67
N -1.4087 5.2672 0.9996 -0.14
C -2.8114 5.2442 1.3767 -0.78
H -0.6471 2.2473 -0.2239 -0.43
H -1.7368 2.5291 1.1396 0.49
H -2.1851 3.0793 -0.4993 0.48
H -0.8892 6.1195 1.1445 0.24
H -3.3469 6.0100 0.8138 0.28
H -2.9001 5.4614 2.4418 0.28
H -3.2619 4.2782 1.1751 0.32
C 0.7610 -4.8445 3.9629 -1.41
C 2.0733 -4.1101 3.8201 0.80
O 2.1920 -2.9278 4.1103 -0.65
N 3.1361 -4.8138 3.3531 -0.16
C 3.1820 -6.2123 2.9628 -0.81
H 0.0076 -4.1620 4.3455 0.31
H 0.4316 -5.2226 2.9936 0.37
H 0.8665 -5.6739 4.6627 0.47
H 3.9822 -4.2699 3.2815 0.24
H 3.9157 -6.7328 3.5796 0.29
H 3.4848 -6.2833 1.9171 0.28
H 2.2165 -6.6910 3.0840 0.32



55
Properties=species:S:1:pos:R:3:mulliken_charge:R:1 method="wB97M-V/def2-TZVPD" lumo_ev="-2.4 / -2.0" gap_ha="0.208 / 0.220" e_tot_ha=-1321.62687 homo_ev="-8.02 / -7.95" e_above_lowest_kcal_mol=0.0
O -1.1697 -1.3215 -1.7696 -0.24
C -2.5251 -1.3984 -1.2582 0.21
C -3.1318 -1.1508 -2.6508 -1.00
H -2.7133 -0.5992 -0.5452 -0.39
H -2.7521 -2.4030 -0.8710 0.30
C -1.6593 -0.9712 -3.0891 1.58
H -3.7602 -0.2562 -2.7148 0.29
H -3.5961 -2.0344 -3.0661 0.33
C -1.2855 0.4358 -3.5036 -1.39
H -1.9696 1.2021 -3.0894 0.30
H -1.3345 0.5100 -4.6012 0.44
H -0.2473 0.6287 -3.1923 0.25
C -1.0949 -1.9714 -4.0758 -1.68
H -1.5192 -2.9777 -3.9633 0.39
H 0.0003 -2.0150 -3.9617 0.30
H -1.3158 -1.6146 -5.0880 0.44
In 1.0318 0.9902 2.1009 0.67
C 2.3527 -2.7936 0.7398 -0.99
C 2.4181 -2.5827 2.1393 -0.23
C 1.1712 -2.0591 2.5744 -0.82
H 3.2635 -2.8177 2.7897 0.61
C 0.3355 -1.9324 1.4185 -0.54
C 1.0590 -2.4281 0.3040 -0.07
H 0.6586 -2.5341 -0.7106 0.55
H 3.1583 -3.1980 0.1270 0.47
H 0.8540 -1.8887 3.6046 0.46
H -0.6944 -1.5688 1.3926 0.61
C 4.1547 0.4804 -0.3649 -0.41
C 3.1395 -0.1780 -1.1245 -0.74
C 1.9558 0.5799 -1.0433 -0.25
H 3.2903 -1.1156 -1.6497 0.54
C 2.2158 1.7267 -0.2051 -1.14
C 3.5863 1.6143 0.2364 -0.59
H 4.0524 2.3040 0.9577 0.41
H 5.2029 0.1785 -0.3027 0.54
H 0.9972 0.3299 -1.4965 0.89
H 1.5893 2.6138 -0.1774 0.64
O -2.0815 1.4121 1.1703 -0.27
C -3.1135 2.0590 0.3343 -0.09
C -4.0981 2.8242 1.2222 -0.65
H -3.6269 1.3256 -0.3212 0.13
H -2.5687 2.7727 -0.3446 0.20
C -3.3964 2.9056 2.5882 -0.62
H -5.0443 2.3003 1.3321 0.26
H -4.3637 3.8021 0.8315 0.32
C -2.1532 2.0023 2.4817 -0.38
H -4.0647 2.6692 3.4208 0.30
H -3.0558 3.9316 2.7350 0.22
H -2.2080 1.1990 3.2489 0.27
H -1.2361 2.6306 2.6076 0.23
N 2.8587 0.3911 3.3624 -0.66
C 4.0106 0.1063 3.2595 0.70
N 5.2433 -0.1213 3.3924 -0.67
C 6.1319 -0.7411 2.6669 0.56
N 7.0480 -1.2533 2.1416 -0.59



74
Properties=species:S:1:pos:R:3:mulliken_charge:R:1 method="wB97M-V/def2-TZVPD" lumo_ev=4.2 gap_ha=0.149 e_tot_ha=-4970.36678 homo_ev=0.17 e_above_lowest_kcal_mol=0.0 total_charge=-2
Tl 12.6557 12.0378 14.2609 0.83
C 16.3229 12.0955 16.6835 -0.54
N 16.1447 12.0909 15.2588 0.28
C 16.9817 11.5195 14.2431 -1.06
C 16.2988 10.3870 13.5740 0.11
N 14.9862 10.3000 13.3700 0.25
C 14.7658 9.1213 12.6293 -0.29
C 13.6270 8.5367 12.1715 0.04
C 13.7715 7.2343 11.6248 -1.46
C 15.0177 6.6565 11.3964 -0.32
C 16.2243 7.2736 11.7546 -0.99
C 16.0779 8.5118 12.3640 0.62
N 16.9942 9.4016 12.9173 -0.10
C 15.0406 11.9973 17.4240 0.11
N 13.9680 11.2818 17.0604 -0.19
C 13.0868 11.4310 18.1304 0.35
C 11.7782 10.9894 18.2353 -0.16
C 10.9804 11.5440 19.2289 -0.85
C 11.4918 12.3813 20.1747 -0.14
C 12.8610 12.7462 20.2084 -1.22
C 13.6009 12.3308 19.1294 0.44
N 14.8834 12.6399 18.6154 -0.06
H 16.8893 12.9789 17.0228 0.15
H 16.8291 11.1780 17.0030 0.30
H 15.6800 12.9349 14.9214 0.00
H 17.9224 11.1222 14.6196 0.40
H 17.2148 12.3172 13.4597 0.24
H 12.6466 9.0093 12.2355 1.02
H 12.8891 6.6325 11.4767 0.41
H 15.0439 5.6964 10.8978 0.37
H 17.1846 6.8344 11.4623 0.32
H 17.9773 9.2678 12.8831 0.21
H 11.3788 10.2965 17.5194 0.37
H 9.9367 11.2739 19.2457 0.40
H 10.7880 12.7792 20.9225 0.30
H 13.2793 13.3565 20.9829 0.39
H 15.4915 13.3256 18.9975 0.22
N 12.8648 16.9278 14.8100 -0.38
C 13.1172 15.7414 14.2973 0.17
S 13.5847 14.5063 15.3931 -0.42
N 13.0142 15.6764 12.9431 -1.10
N 13.0202 14.4896 12.3562 0.92
C 12.8544 14.5346 11.0328 -1.18
C 12.9814 13.4096 10.1675 1.15
C 13.3941 13.6902 8.8400 -0.68
C 13.5568 12.6642 7.9347 -0.51
C 13.3194 11.3315 8.3295 -0.58
C 12.9285 11.0432 9.6015 -0.26
C 12.6775 12.0538 10.5798 -0.15
O 12.1647 11.7411 11.7064 -0.53
H 12.9519 17.0978 15.7895 0.17
H 12.7384 17.7206 14.1970 0.26
H 12.7187 15.4644 10.4617 0.13
H 13.5473 14.6903 8.4575 0.30
H 13.8431 12.8798 6.9089 0.31
H 13.4322 10.5275 7.6365 0.39
H 12.6605 10.0452 9.9592 0.25
Br 9.2341 12.5651 14.2031 -0.23
C 8.7715 10.7129 14.2142 0.10
C 7.4510 10.4759 13.9146 -0.49
C 6.9024 9.1812 13.8222 -0.68
C 7.7329 8.0938 14.0861 -0.49
C 9.0526 8.2840 14.4253 1.13
C 9.8857 7.1501 14.7088 -1.28
C 11.2182 7.3424 14.9932 -0.71
C 11.7874 8.6454 15.0020 -0.38
C 10.9979 9.7158 14.7631 -0.14
C 9.6683 9.6555 14.4720 0.13
H 6.7735 11.3087 13.7821 0.36
H 5.8548 9.0657 13.5078 0.31
H 7.3378 7.0864 14.0830 0.29
H 9.4336 6.1492 14.7172 0.19
H 11.8016 6.4946 15.2850 0.41
H 12.8295 8.7995 15.1807 0.51



90
Properties=species:S:1:pos:R:3:mulliken_charge:R:1 method="wB97M-V/def2-TZVPD" lumo_ev="-6.0 / -6.7" gap_ha="0.198 / 0.240" e_tot_ha=-2454.56308 homo_ev="-11.35 / -13.24" s2=3.806 multiplicity=4 total_charge=+2
Tc -0.2820 -0.0644 -0.3056 -0.78
C -3.4578 -4.3915 -4.1676 -0.64
C -3.0887 -5.3116 -3.1827 -0.66
C -2.4316 -4.9125 -2.0293 -0.45
C -2.1343 -3.5642 -1.8942 0.78
C -1.5169 -2.7923 -0.8366 -0.50
N -1.3524 -1.5011 -1.2545 0.54
C -2.0968 -1.3404 -2.4018 -0.64
N -2.5428 -0.1820 -2.8579 -0.54
C -2.4292 0.9430 -2.2078 -0.14
C -3.0956 2.1709 -2.5977 0.26
C -3.9951 2.4678 -3.6079 -0.11
C -4.4963 3.7618 -3.6557 -0.73
C -4.1116 4.7326 -2.7304 -0.76
C -3.2098 4.4365 -1.7180 -0.30
C -2.7147 3.1452 -1.6696 0.29
C -1.8026 2.5081 -0.7370 0.00
N -1.1960 3.1662 0.2261 -0.59
C -0.3071 2.6379 1.0527 -0.12
N 0.2983 1.4442 0.9657 1.17
C 1.0188 1.2049 2.2183 1.14
N 0.4747 0.2006 3.0633 -0.38
C -0.2660 -0.7654 2.6727 -0.46
N -0.6782 -1.1135 1.3860 0.45
C -1.0945 -2.4285 1.4237 -0.07
N -1.3487 -3.2204 0.4143 -0.49
C -1.1436 -2.8851 2.8083 -0.02
C -1.5860 -4.0668 3.3751 -0.24
C -1.5436 -4.1658 4.7604 -0.68
C -1.0703 -3.1176 5.5461 -0.78
C -0.6194 -1.9332 4.9719 -0.21
C -0.6679 -1.8365 3.5961 0.04
C 0.9975 2.5445 2.9357 -0.95
C 1.6417 2.9727 4.0748 -0.33
C 1.4150 4.2867 4.4766 -0.95
C 0.5633 5.1273 3.7643 -0.80
C -0.0909 4.6830 2.6241 -0.25
C 0.1536 3.3806 2.2225 0.23
N -1.6716 1.1845 -1.0555 0.29
C -2.5052 -2.6391 -2.8892 0.73
C -3.1825 -3.0395 -4.0306 -0.57
H -3.9727 -4.7444 -5.0510 0.44
H -3.3326 -6.3562 -3.3218 0.44
H -2.1555 -5.6278 -1.2662 0.56
H -4.2962 1.7171 -4.3260 0.59
H -5.2072 4.0260 -4.4273 0.43
H -4.5279 5.7281 -2.8046 0.44
H -2.8939 5.1661 -0.9845 0.59
H -1.9622 -4.8727 2.7595 0.60
H -1.8942 -5.0706 5.2383 0.45
H -1.0604 -3.2253 6.6225 0.44
H -0.2675 -1.1068 5.5760 0.59
H 2.2878 2.3161 4.6450 0.53
H 1.9108 4.6632 5.3616 0.44
H 0.4147 6.1419 4.1083 0.43
H -0.7673 5.3151 2.0651 0.64
H -3.4757 -2.3203 -4.7833 0.57
O 1.5990 -1.5983 0.0465 0.18
C 2.8103 -1.7261 -0.7251 -0.83
C 2.5713 -2.3101 -2.1065 -1.10
C 1.5056 -1.5380 -2.9022 0.24
C 1.7077 -0.0510 -2.8351 0.47
C 2.6747 0.5213 -3.6560 -0.89
C 2.8947 1.8847 -3.6347 -0.70
C 2.1082 2.6596 -2.7935 -1.12
C 1.1731 2.0318 -2.0018 -0.40
N 0.9749 0.6983 -1.9859 1.28
H 1.1692 -2.4657 0.0853 0.21
H 3.5128 -2.3552 -0.1729 0.40
H 3.2236 -0.7189 -0.7952 0.35
H 2.2594 -3.3529 -2.0084 0.48
H 3.5230 -2.3034 -2.6418 0.47
H 0.5153 -1.7935 -2.5440 -1.16
H 1.5578 -1.8480 -3.9461 0.80
H 3.2386 -0.1197 -4.3207 0.62
H 3.6432 2.3366 -4.2719 0.48
H 2.2057 3.7354 -2.7562 0.56
H 0.5401 2.6246 -1.3597 0.36
C 3.0417 -1.1101 3.3961 -1.43
C 3.2734 -0.0520 2.3828 0.86
N 2.4460 0.8697 1.8691 1.03
C 3.1437 1.6616 0.9739 -0.40
C 4.4123 1.2082 0.9315 -1.08
N 4.4667 0.1495 1.8085 0.03
H 2.4835 -1.9469 2.9737 0.19
H 2.4561 -0.7236 4.2238 0.30
H 4.0000 -1.4816 3.7573 0.55
H 2.6800 2.4873 0.4638 0.61
H 5.2684 1.5510 0.3780 0.43
H 5.2866 -0.4016 2.0069 0.24



15
Properties=species:S:1:pos:R:3:mulliken_charge:R:1 method="wB97M-V/def2-TZVPD" lumo_ev=0.8 gap_ha=0.381 e_tot_ha=-345.76087 homo_ev=-9.58 smiles="O=C1CC[C@@H]1CO" e_above_lowest_kcal_mol=27.7
O -1.3953 -2.1173 0.3871 -0.56
C -1.0746 -0.9721 0.2167 0.16
C -1.7135 0.2121 -0.4963 -0.43
C -0.6346 1.1205 0.1491 -0.74
C 0.1326 -0.1318 0.6582 0.26
C 1.3872 -0.5083 -0.1071 -0.65
O 2.3971 0.4395 0.1716 -0.51
H -1.5946 0.1245 -1.5793 0.23
H -2.7674 0.4048 -0.2899 0.31
H -1.0219 1.7257 0.9702 0.26
H -0.0897 1.7795 -0.5334 0.28
H 0.3370 -0.1791 1.7331 0.43
H 1.6807 -1.5203 0.2060 0.34
H 1.1635 -0.5412 -1.1867 0.30
H 3.1934 0.1636 -0.2991 0.31



no.,molecular weight (g mol⁻¹)
1,120.24
2,472.37
3,469.29
4,881.01
5,829.82
6,100.12